Record 1
Density functional theory data (ωB97M-V/def2-TZVPD) for one molecule with the formula C4H11NO in a non-equilibrium geometry.

Geometry as ORCA input:
```
! wB97M-V def2-TZVPD RIJCOSX def2/J DEFGRID3
* xyz 0 1
C 2.43 -1.59 -0.33
H 2.49 -2.53 -1.06
O -1.94 2.03 0.80
H 1.10 -0.67 -1.74
H -0.07 -1.42 1.13
H 1.46 0.26 -0.37
H -2.01 -0.23 -0.49
C -0.75 1.34 0.42
C 1.25 -0.71 -0.69
H 3.41 -1.16 -0.44
N -1.06 0.07 -0.35
H 2.34 -2.03 0.60
H 0.01 2.01 -0.07
C -0.07 -1.09 -0.07
H -0.46 -2.06 -0.54
H -2.31 2.25 1.67
H -0.18 1.07 1.35
*
```

F_max, eV/A: 4.27
Gap between HOMO and LUMO, eV: 9.48
LUMO level, eV: 0.869
SMILES string: CCCNCO

Mulliken atomic charge list, values in e, 4 entries: -1.206, 0.228, -0.565, 0.289

***

Record 2
Density functional theory data (ωB97M-V/def2-TZVPD) for one molecule with the formula C6H6N2 in a non-equilibrium geometry.

Geometry as ORCA input:
```
! wB97M-V def2-TZVPD RIJCOSX def2/J DEFGRID3
* xyz 0 1
H -1.51 -1.62 -0.19
C 0.68 -0.31 1.11
N 0.28 2.04 -1.37
H -0.38 -2.00 -1.52
C 0.29 2.02 -0.02
C -0.59 0.08 -0.81
H 0.97 -2.44 0.73
H -1.26 0.90 1.11
N -0.24 0.77 -1.86
H 1.39 -0.09 1.92
H 0.77 2.78 0.56
C -0.58 -1.37 -0.66
C -0.27 0.75 0.49
C 0.46 -1.51 0.51
*
```

F_max, eV/A: 4.05
Gap between HOMO and LUMO, eV: 10.06
LUMO level, eV: 0.353
SMILES string: C1=C[C@H]2C=NN=C2C1

Mulliken atomic charge list, values in e, 4 entries: 0.243, -0.503, -0.424, 0.403

***

Record 3
Density functional theory data (ωB97M-V/def2-TZVPD) for C40H32N2O5P2SV as an isolated structure in a non-equilibrium geometry.

Geometry as ORCA input:
```
! wB97M-V def2-TZVPD RIJCOSX def2/J DEFGRID3
* xyz -1 3
H 2.58 4.00 -2.84
H 0.70 4.86 2.09
H 4.84 3.42 -3.55
P 1.12 3.18 -0.62
C 2.50 -4.15 0.26
C 3.22 -5.01 1.12
C 1.83 -6.84 0.28
H -4.99 0.64 3.91
O -2.62 -0.64 -1.97
C 1.08 4.89 -0.05
V -0.77 -1.23 -1.91
C -2.97 0.99 1.23
H 3.49 1.85 0.89
C 0.16 -1.19 3.17
O 0.25 3.05 -1.79
O -0.31 0.25 -0.64
C -1.70 1.31 3.26
S -0.31 -0.84 -5.14
P -0.19 0.65 0.88
C 0.60 5.40 1.19
C 0.70 -0.48 1.99
C 0.22 7.02 -1.01
C 1.18 -5.96 -0.56
C -4.15 0.78 1.96
H -2.90 1.27 5.04
H 0.02 7.64 -1.84
H -0.13 2.96 1.44
C 2.06 -0.56 1.80
H -6.88 -2.86 -3.81
C -4.10 0.89 3.35
O 0.51 -2.31 -0.82
H 3.08 -2.09 4.55
H 4.18 -4.69 1.54
C 2.85 2.85 -0.96
H 1.43 2.37 1.71
H -0.77 1.50 3.79
H 3.47 -7.04 1.72
C -1.71 1.05 1.86
C 4.55 3.02 -2.63
C 2.85 -6.37 1.09
H -5.05 0.50 1.43
H -2.78 -4.60 -2.65
N -1.42 -3.10 -2.19
H -0.92 -1.33 3.29
C 1.38 -4.54 -0.48
C -3.72 -1.26 -2.33
H 0.97 5.43 -2.18
C -6.00 -1.06 -3.07
H 4.02 -0.78 2.63
C -2.86 1.18 3.99
C 1.05 -1.61 4.11
H -3.00 0.87 0.11
C 0.86 5.73 -1.12
H 0.70 -2.16 4.95
H 5.55 0.97 -0.11
H -4.86 0.49 -2.17
H -5.02 -4.31 -3.12
C 0.47 -3.57 -1.11
C 3.29 3.40 -2.17
C -0.11 7.52 0.27
C -0.36 -0.68 -3.58
C 2.96 -0.93 2.78
H 2.47 -0.35 0.82
C -2.62 -3.51 -2.53
H -0.45 8.56 0.38
C -4.99 -3.25 -2.99
H 2.72 -3.10 0.17
H 1.50 -7.87 0.24
C 4.90 1.70 -0.66
O 0.39 -6.50 -1.50
H -0.27 6.86 2.37
C -3.77 -2.69 -2.54
C -6.03 -2.45 -3.26
H 6.33 1.89 -2.32
N -0.53 -4.08 -1.87
C 2.46 -1.57 3.88
C 3.71 2.12 -0.13
C 0.62 2.34 0.93
C 0.07 6.66 1.35
H -6.91 -0.45 -3.36
H -0.17 -5.74 -1.84
C 5.37 2.17 -1.90
C -4.91 -0.54 -2.48
*
```

F_max, eV/A: 5.70
Gap between HOMO and LUMO (spin up / spin down), eV: 4.15 / 3.38
LUMO level (spin up / spin down), eV: 1.867 / 1.865

Mulliken atomic charge list, values in e, 4 entries: 0.169, 0.425, 0.440, 0.874

***

Record 4
Density functional theory data (ωB97M-V/def2-TZVPD) for C4H12N2 as an isolated structure in a non-equilibrium geometry.

Geometry as ORCA input:
```
! wB97M-V def2-TZVPD RIJCOSX def2/J DEFGRID3
* xyz 0 1
H -2.55 0.11 -0.41
H -3.00 0.80 1.16
C 0.19 0.09 -0.02
H 2.49 -0.71 -1.26
H 1.09 -1.18 1.26
N 0.60 1.34 -0.61
N 1.33 -0.59 0.47
H -2.11 1.78 0.01
H -0.15 1.77 -1.14
H 0.92 -1.70 -1.22
H -0.57 0.96 1.77
C -0.91 0.26 1.00
H -0.10 -0.78 -1.02
H 1.39 1.21 -1.22
H -1.08 -0.70 1.48
C -2.22 0.76 0.40
H 2.71 -2.05 -0.10
C 1.99 -1.37 -0.54
*
```

F_max, eV/A: 3.39
Gap between HOMO and LUMO, eV: 10.02
LUMO level, eV: 1.184

Mulliken atomic charge list, values in e, 4 entries: 0.335, 0.362, 0.417, 0.180

***

Q: Which of these has the highest F_max?
A: C40H32N2O5P2SV